No. 1
DFT (the ωB97M-V functional and the def2-TZVPD basis) results for a cluster of 3 separate species, C5H7NO in total in a non-equilibrium geometry.

Last column: Mulliken charge in e.
Geometry (Å):
H1 -2.61723 -0.86559 -1.49186  0.213
C1 -1.74032 0.56236 0.01875  -0.530
H2 0.66409 2.12438 -1.98471  0.305
H3 -2.02839 1.55177 0.34087  0.348
N1 2.15728 -1.40471 0.15573  -0.045
C2 -1.69440 -0.40348 -1.13064  -0.366
H4 -0.93784 -0.29509 -1.91587  0.117
H5 2.39122 -0.78256 -0.61286  0.346
O1 1.99350 0.62173 -1.78633  -0.519
C3 -1.26474 -0.60848 0.29354  -0.133
C4 1.18516 1.40128 -1.33292  -0.139
H6 -0.83909 -1.31220 0.99338  0.361
C5 1.73493 -2.04488 1.04266  -0.236
H7 0.92163 1.42028 -0.26150  0.276

The energy above the lowest of the compared OMol25 structures with the same formula, charge and spin is 115.4 kcal/mol. The value obtained for the lowest unoccupied orbital energy is 0.16 eV. The calculation puts the HOMO energy at -9.7 eV. As for the charge: 0. The calculation puts the orbital gap at 9.89 eV.



No. 2
DFT (the ωB97M-V functional and the def2-TZVPD basis) results for a structure of composition C5H7NO.

Last column: Mulliken charge in e.
Geometry (Å):
C1 -0.62606 -0.27482 -0.29831  -0.480
C2 0.53241 -1.37774 -0.60861  0.157
H1 -0.17769 1.36598 -1.94575  0.435
O1 1.02544 -0.30539 -1.53049  -0.368
H2 -2.78131 -0.20820 0.90029  -0.184
H3 0.51933 -2.34231 -1.10845  0.409
N1 0.16498 0.04503 0.84323  0.014
C3 0.95936 -1.07210 0.72514  -0.640
H4 1.45650 -1.58765 1.53944  0.380
H5 1.62704 1.61982 0.44308  0.270
C4 0.58743 1.36785 0.23689  -0.488
H6 -3.37299 -0.14420 1.35166  0.228
H7 -0.09043 2.15845 0.56594  0.243
C5 0.17600 0.75528 -1.11408  0.025

The energy above the lowest of the compared OMol25 structures with the same formula, charge and spin is 181.9 kcal/mol. The value obtained for the lowest unoccupied orbital energy (alpha / beta) is -0.31 / -0.27 eV. The calculation puts the HOMO energy (alpha / beta) at -7.9 / -8.1 eV. As for the charge: 0. The calculation puts the orbital gap (alpha / beta) at 7.63 / 7.80 eV.



No. 3
DFT (the ωB97M-V functional and the def2-TZVPD basis) results for an isolated molecule of C5H7NO in a non-equilibrium geometry.

Last column: Mulliken charge in e.
Geometry (Å):
O1 2.05986 0.74809 1.50913  -0.547
C1 -0.31496 -0.81589 -0.78968  -0.540
H1 1.06095 -1.77071 0.62985  0.286
H2 2.06835 -1.09730 -0.56655  0.266
H3 -0.12852 -0.79693 -1.87538  0.259
H4 -1.05178 -1.65375 -0.49986  0.327
C2 1.03116 -0.95771 -0.02251  -0.507
C3 1.12492 0.44924 0.75698  0.498
C4 -1.18859 0.91552 0.66191  -0.572
C5 -0.80428 0.65591 -0.66983  0.147
H5 -1.78266 1.70401 0.90273  0.262
H6 -1.09560 1.24284 -1.58912  0.320
H7 -1.12665 0.02747 1.29565  0.204
N1 0.14779 1.34921 0.25667  -0.402

The energy above the lowest of the compared OMol25 structures with the same formula, charge and spin is 52.6 kcal/mol. The value obtained for the lowest unoccupied orbital energy is 0.92 eV. The calculation puts the HOMO energy at -9.7 eV. As for the charge: 0. The calculation puts the orbital gap at 10.66 eV. As for the SMILES: O=C1CC[C@H]2CN12.



No. 4
DFT (the ωB97M-V functional and the def2-TZVPD basis) results for an isolated molecule of C5H7NO.

Last column: Mulliken charge in e.
Geometry (Å):
C1 -1.10013 -2.30849 -0.04597  -0.628
H1 1.34875 1.50237 -1.66427  0.262
O1 -2.45547 -2.19270 0.33337  -0.518
H2 -0.46931 2.29036 -0.42743  0.276
H3 -2.47083 -1.87359 1.24420  0.318
C2 0.27165 -0.03197 0.29149  -0.497
H4 2.45381 2.50051 -0.57961  0.243
H5 -1.10686 -2.60802 -1.09812  0.283
C3 1.52710 1.94116 -0.68460  -0.356
C4 0.99756 1.20338 0.49585  -0.337
C5 -0.33811 -1.06005 0.11928  0.957
N1 0.40133 2.47347 0.06472  -0.580
H6 -0.59505 -3.11098 0.51242  0.266
H7 1.53557 1.27454 1.43869  0.308

The energy above the lowest of the compared OMol25 structures with the same formula, charge and spin is 76.8 kcal/mol. The value obtained for the lowest unoccupied orbital energy is 0.84 eV. The calculation puts the HOMO energy at -9.3 eV. As for the charge: 0. The calculation puts the orbital gap at 10.18 eV. As for the SMILES: OCC#C[C@H]1CN1.



No. 5
DFT (the ωB97M-V functional and the def2-TZVPD basis) results for an isolated molecule of C5H7NO.

Last column: Mulliken charge in e.
Geometry (Å):
H1 -2.71791 -0.89679 -0.91534  0.396
C1 0.02503 0.82624 0.44211  -0.281
H2 -2.71521 0.04275 0.58749  0.326
O1 1.41902 0.61633 0.56861  -0.376
H3 3.74963 -0.03378 0.64152  0.283
N1 3.23673 -0.76301 0.14603  -0.580
C2 -0.75726 -0.24908 -0.26639  0.663
C3 -0.37772 -1.37837 -0.80819  -0.595
H4 1.34843 -1.20666 -0.44645  0.726
H5 -0.11907 1.77655 -0.08778  0.263
H6 -2.46516 0.85681 -0.98299  0.325
C4 -2.25633 -0.04766 -0.40259  -1.481
C5 2.01273 -0.49106 0.07010  0.068
H7 -0.38291 0.94771 1.45387  0.263

The energy above the lowest of the compared OMol25 structures with the same formula, charge and spin is 108.5 kcal/mol. The value obtained for the lowest unoccupied orbital energy is -0.27 eV. The calculation puts the HOMO energy at -10.1 eV. As for the charge: 0. The calculation puts the orbital gap at 9.80 eV.



No. 6
DFT (the ωB97M-V functional and the def2-TZVPD basis) results for a cluster of 2 separate species, C5H7NO in total.

Last column: Mulliken charge in e.
Geometry (Å):
C1 -1.29826 -0.70870 -0.40094  -0.520
N1 -1.49474 1.54770 0.21512  -0.552
C2 -2.08603 0.56235 -0.34969  -0.135
H1 -3.09072 0.66791 -0.75534  0.416
C3 1.07326 -1.28668 0.44898  -1.015
H2 -1.64589 -1.63832 -0.83670  0.418
H3 1.25980 -1.35835 1.52606  0.265
C4 -0.21261 1.00931 0.60957  0.241
O1 0.64174 1.63083 1.18069  -0.448
H4 0.95690 -2.29524 0.04389  0.337
H5 2.05258 1.79250 -0.96407  -0.110
H6 1.96234 -0.82607 0.00444  0.234
H7 2.47071 1.38962 -1.42836  0.113
C5 -0.12858 -0.45102 0.18529  0.756

The energy above the lowest of the compared OMol25 structures with the same formula, charge and spin is 46.6 kcal/mol. The value obtained for the lowest unoccupied orbital energy is -0.97 eV. The calculation puts the HOMO energy at -10.1 eV. As for the charge: 0. The calculation puts the orbital gap at 9.09 eV. As for the SMILES: CC1=CC=NC1=O.[H][H].



No. 7
DFT (the ωB97M-V functional and the def2-TZVPD basis) results for an isolated molecule of C5H7NO in a non-equilibrium geometry.

Last column: Mulliken charge in e.
Geometry (Å):
H1 2.77550 0.69724 0.52238  0.447
C1 1.77800 0.41015 0.20901  -0.364
H2 0.57990 2.18166 0.26656  0.398
H3 -2.34167 -0.66113 -0.21623  0.333
H4 1.48690 -1.27375 0.99108  0.305
H5 -0.64244 0.55482 -1.54617  0.277
H6 -2.28281 1.05006 0.27011  0.344
C2 -0.41443 0.24730 -0.52019  0.570
O1 -0.19005 -2.13748 -1.01500  -0.525
H7 -1.54870 -0.19558 1.29927  0.335
C3 -1.72637 0.10879 0.26101  -1.284
C4 0.67441 1.12908 0.03969  -0.612
C5 0.27671 -1.11675 -0.57977  0.241
N1 1.57505 -0.99439 0.01825  -0.465

The energy above the lowest of the compared OMol25 structures with the same formula, charge and spin is 20.2 kcal/mol. The value obtained for the lowest unoccupied orbital energy is 0.85 eV. The calculation puts the HOMO energy at -9.3 eV. As for the charge: 0. The calculation puts the orbital gap at 10.18 eV. As for the SMILES: C[C@H]1C=CNC1=O.



No. 8
DFT (the ωB97M-V functional and the def2-TZVPD basis) results for an isolated molecule of C5H7NO.

Last column: Mulliken charge in e.
Geometry (Å):
N1 0.88321 1.51064 0.31058  -0.259
H1 -2.07453 -0.24104 0.58024  0.248
H2 -2.13858 1.29736 1.47572  0.277
H3 -0.33116 -3.45561 -0.65083  0.174
H4 0.67037 2.13973 -0.46457  0.270
H5 2.28114 -0.56212 -1.33457  0.391
C1 -0.28537 -2.35333 -0.47439  -0.389
H6 1.63005 1.83594 0.91468  0.266
C2 -1.63229 0.75769 0.66991  -0.848
H7 -1.82273 1.27940 -0.28377  0.298
O1 0.90875 -2.07017 -0.92638  -0.292
C3 -0.18323 0.52106 0.94918  -0.112
C4 1.36336 -0.74753 -0.79653  -0.298
C5 0.73101 0.08798 0.03072  0.275

The energy above the lowest of the compared OMol25 structures with the same formula, charge and spin is 168.8 kcal/mol. The value obtained for the lowest unoccupied orbital energy is 0.59 eV. The calculation puts the HOMO energy at -7.3 eV. As for the charge: 0. The calculation puts the orbital gap at 7.85 eV.